Computed, not measured: C30H64N4SSb2ScSi4Te as an isolated structure, with ωB97M-V/def2-TZVPD.

net charge	+1
energy above the lowest of the compared OMol25 structures with the same formula, charge and spin	0.0	kcal per mole
HOMO	-9.82	eV
2S+1	1
Kohn-Sham gap	6.735	eV

Positions of all 107 atoms, in Å:
Sc  1.5033  0.2012  -0.1018
C  -0.4191  3.6887  2.7116
Sb  0.1061  1.7325  2.0167
C  1.4730  1.3452  3.6254
C  -1.6449  0.7244  2.8979
C  -1.3398  -0.1030  4.1018
C  -1.3329  0.5155  5.3537
C  -1.0102  -0.1710  6.5106
C  -0.7019  -1.5210  6.4349
C  -0.7456  -2.1586  5.2070
C  -1.0602  -1.4780  4.0284
C  -1.0616  -2.2413  2.7351
Sb  0.8087  -1.8883  1.6897
C  0.7555  -3.4762  0.2358
C  1.9790  -2.9245  3.1355
H  -0.5922  3.6321  3.7852
H  -1.3221  4.0353  2.2113
H  0.3914  4.3870  2.5095
H  0.9560  1.5219  4.5672
H  2.3190  2.0205  3.5301
H  1.8236  0.3130  3.6131
H  -2.1272  0.1598  2.1030
H  -2.2883  1.5627  3.1681
H  -1.6009  1.5655  5.4180
H  -1.0056  0.3413  7.4639
H  -0.4421  -2.0788  7.3250
H  -0.5450  -3.2229  5.1519
H  -1.9038  -1.9899  2.0927
H  -1.0801  -3.3135  2.9312
H  1.5640  -4.1731  0.4580
H  0.8904  -3.0745  -0.7642
H  -0.2022  -3.9909  0.2843
H  1.5678  -3.9262  3.2555
H  1.9329  -2.4082  4.0942
H  3.0144  -2.9942  2.8128
C  5.6585  -2.8271  -3.8586
C  4.5398  -2.1590  -3.1324
C  3.4659  -1.5661  -3.8190
C  2.5686  -0.8565  -3.0757
N  2.6470  -0.7595  -1.7319
C  3.6638  -1.4411  -1.1364
S  3.7228  -1.4408  0.5742
N  4.6088  -2.1034  -1.8091
H  5.2838  -3.4612  -4.6620
H  6.2580  -3.4103  -3.1654
H  6.2929  -2.0621  -4.3123
H  3.3657  -1.6447  -4.8916
H  1.7464  -0.3281  -3.5402
C  -0.6259  -0.0483  -4.6969
Si  -2.1904  -1.0640  -4.3634
C  -1.6931  -2.8591  -4.0655
C  -3.3725  -0.9080  -5.8164
Si  -2.9688  -0.2089  -2.2952
Te  -1.0334  -0.5313  -0.6184
Si  -3.4664  2.0995  -2.3296
C  -3.3006  2.7904  -0.5762
C  -2.2142  3.0154  -3.4079
C  -5.2096  2.3991  -2.9790
Si  -4.6803  -1.4156  -1.1942
C  -6.1155  -1.6184  -2.3999
C  -4.0298  -3.0915  -0.6318
C  -5.2186  -0.4014  0.3044
H  0.0911  -0.5831  -5.3258
H  -0.1567  0.1764  -3.7371
H  -0.8571  0.9015  -5.1837
H  -1.1084  -3.2694  -4.8918
H  -2.5696  -3.4969  -3.9271
H  -1.0900  -2.9183  -3.1552
H  -2.9335  -1.3475  -6.7144
H  -3.5992  0.1387  -6.0307
H  -4.3170  -1.4206  -5.6212
H  -2.3701  2.4384  -0.1195
H  -4.1266  2.4641  0.0606
H  -3.2863  3.8829  -0.5786
H  -1.1943  2.7485  -3.1182
H  -2.3218  4.0973  -3.3046
H  -2.3382  2.7661  -4.4646
H  -5.9629  1.9934  -2.2996
H  -5.3541  1.9279  -3.9544
H  -5.4027  3.4678  -3.0936
H  -5.8681  -2.3260  -3.1949
H  -6.3685  -0.6647  -2.8699
H  -7.0086  -1.9879  -1.8910
H  -3.6409  -3.6638  -1.4773
H  -4.8078  -3.6858  -0.1479
H  -3.2119  -2.9553  0.0807
H  -5.7965  0.4747  0.0005
H  -4.3435  -0.0501  0.8586
H  -5.8362  -0.9900  0.9864
C  5.2781  1.6014  2.7863
C  4.9905  2.7772  1.8531
C  5.0962  4.0843  2.6312
C  5.9841  2.7819  0.6820
N  3.5812  2.7088  1.3938
N  3.3218  1.6292  0.4861
H  6.2467  1.7523  3.2637
H  5.3287  0.6437  2.2636
H  4.5189  1.5389  3.5668
H  6.0891  4.1764  3.0684
H  4.3588  4.1123  3.4348
H  4.9336  4.9471  1.9799
H  6.9610  3.1182  1.0294
H  5.6572  3.4696  -0.1035
H  6.1245  1.7880  0.2518
H  3.3575  3.5733  0.9135
H  3.6510  0.7825  0.9787
H  3.9385  1.6861  -0.3281

Here are the Mulliken charges for atoms 1 to 99, given in e: atom 1 (Sc): -0.99, atom 2 (C): -1.30, atom 3 (Sb): 0.52, atom 4 (C): -1.04, atom 5 (C): -0.11, atom 6 (C): 0.83, atom 7 (C): -0.63, atom 8 (C): -0.60, atom 9 (C): -0.76, atom 10 (C): -0.77, atom 11 (C): 0.45, atom 12 (C): -0.54, atom 13 (Sb): 0.39, atom 14 (C): -1.08, atom 15 (C): -1.44, atom 16 (H): 0.39, atom 17 (H): 0.36, atom 18 (H): 0.37, atom 19 (H): 0.66, atom 20 (H): 0.17, atom 21 (H): 0.25, atom 22 (H): -0.84, atom 23 (H): 0.82, atom 24 (H): 0.37, atom 25 (H): 0.44, atom 26 (H): 0.41, atom 27 (H): 0.41, atom 28 (H): 0.05, atom 29 (H): 0.71, atom 30 (H): 0.48, atom 31 (H): 0.12, atom 32 (H): 0.44, atom 33 (H): 0.43, atom 34 (H): 0.39, atom 35 (H): 0.54, atom 36 (C): -1.25, atom 37 (C): 0.97, atom 38 (C): -0.91, atom 39 (C): -0.16, atom 40 (N): 0.68, atom 41 (C): 0.09, atom 42 (S): -0.53, atom 43 (N): -0.52, atom 44 (H): 0.37, atom 45 (H): 0.36, atom 46 (H): 0.29, atom 47 (H): 0.41, atom 48 (H): 0.28, atom 49 (C): -0.53, atom 50 (Si): 0.61, atom 51 (C): -0.87, atom 52 (C): -1.12, atom 53 (Si): -0.33, atom 54 (Te): 0.42, atom 55 (Si): 0.37, atom 56 (C): -0.67, atom 57 (C): -1.03, atom 58 (C): -1.07, atom 59 (Si): 0.56, atom 60 (C): -1.11, atom 61 (C): -0.66, atom 62 (C): -0.70, atom 63 (H): 0.50, atom 64 (H): -0.42, atom 65 (H): 0.34, atom 66 (H): 0.41, atom 67 (H): 0.28, atom 68 (H): 0.10, atom 69 (H): 0.37, atom 70 (H): 0.32, atom 71 (H): 0.32, atom 72 (H): -0.20, atom 73 (H): 0.33, atom 74 (H): 0.48, atom 75 (H): 0.23, atom 76 (H): 0.42, atom 77 (H): 0.27, atom 78 (H): 0.28, atom 79 (H): 0.32, atom 80 (H): 0.38, atom 81 (H): 0.29, atom 82 (H): 0.31, atom 83 (H): 0.39, atom 84 (H): 0.27, atom 85 (H): 0.43, atom 86 (H): -0.09, atom 87 (H): 0.31, atom 88 (H): -0.11, atom 89 (H): 0.42, atom 90 (C): -1.55, atom 91 (C): 1.45, atom 92 (C): -1.80, atom 93 (C): -1.86, atom 94 (N): -0.29, atom 95 (N): 0.15, atom 96 (H): 0.48, atom 97 (H): 0.40, atom 98 (H): 0.26, atom 99 (H): 0.43